Entry 1:
C4H8N2O3S | ωB97M-V with the def2-TZVPD basis set

Last column: Löwdin charge in e.
Cartesian coordinates (Å):
S  -1.4642  -0.0764  0.0372  0.6452
O  -2.6390  0.4946  -0.6007  -0.3488
O  -1.3837  0.0893  1.4584  -0.3057
O  2.2218  0.4627  -0.6377  0.1031
N  0.9568  2.0364  0.8791  0.1562
N  1.6893  -1.2698  1.0010  0.2091
C  1.5297  -0.2544  0.3474  -0.3987
C  -1.3683  -1.8788  -0.3565  -0.0872
C  0.9900  0.9863  -0.0638  -0.5712
C  -0.1957  0.8421  -0.8423  -0.1713
H  -0.4598  -2.1678  -0.8842  0.0654
H  0.4805  2.8739  0.5117  0.1146
H  -2.1826  -1.7526  -1.0539  0.0478
H  1.7182  1.9618  1.5755  0.1294
H  2.5392  -1.8532  0.9621  0.0919
H  -0.1099  0.1467  -1.7182  0.1390
H  -1.6149  -2.4655  0.4589  0.0423
H  -0.7073  1.8248  -1.0741  0.1390

2S+1: 1
Molecular weight (g/mol): 164.2
Structure (SMILES): [H]/N=C1\O[C@@]1(N)CS(C)(=O)=O
LUMO level (eV): 0.61
HOMO energy (Ha): -0.360


Entry 2:
C4H8N2O3S | ωB97M-V with the def2-TZVPD basis set

Last column: Löwdin charge in e.
Cartesian coordinates (Å):
S  -1.4818  0.6553  0.4877  0.8165
O  -1.3211  2.1040  1.2151  -0.1684
O  1.3555  2.5393  -2.4603  0.1445
O  -2.7292  0.6274  -0.2733  -0.3323
N  -1.7745  -0.1152  2.0312  -0.0938
N  -0.0482  1.1923  -3.8126  0.1848
C  -0.1124  0.4989  -0.5637  -0.3821
C  0.6171  1.8382  -3.0286  -0.4264
C  0.3720  -0.9083  -0.6494  -0.1947
C  1.2442  0.1823  -0.1045  -0.1739
H  1.6308  0.0618  0.9150  0.1124
H  0.2554  -1.7449  0.0050  0.0879
H  -1.3856  2.8068  0.6367  0.0411
H  -2.5864  -0.7720  2.0705  0.0820
H  0.4576  -1.2824  -1.6445  0.0821
H  -0.8161  0.6388  -3.5284  0.0638
H  1.9543  0.6485  -0.7571  0.0806
H  -0.9387  -0.6841  2.3271  0.0759

2S+1: 1
Molecular weight (g/mol): 164.2
Structure (SMILES): N[S@@](=O)(O)=C1CC1.N=C=O
LUMO level (eV): 0.16
HOMO energy (Ha): -0.326


Entry 3:
C4H8N2O4 | ωB97M-V with the def2-TZVPD basis set

Last column: Löwdin charge in e.
Cartesian coordinates (Å):
O  1.9093  1.4948  -0.1951  0.0704
O  -2.7852  0.2226  1.2245  0.0270
O  0.4166  -0.8754  -2.4434  0.1100
O  -1.4910  -1.6115  1.5310  -0.0113
N  -0.0940  0.1538  0.0196  0.1121
N  2.4092  0.3730  -2.4241  0.1545
C  1.3102  -0.0121  -2.0037  -0.4253
C  -1.6237  -0.2246  1.8265  -0.4359
C  -0.3465  0.5506  1.3317  -0.1644
C  0.9483  0.6059  -0.6024  -0.2708
H  2.7404  -0.0025  -3.2944  0.0707
H  -2.9822  -0.2968  0.4821  0.0709
H  0.5220  0.3302  1.8723  0.1035
H  2.6472  1.4869  -0.8024  0.0713
H  0.6147  -1.5539  -3.1186  0.1424
H  -1.7162  -0.1023  2.8419  0.1136
H  -1.8478  -2.1934  2.2185  0.0994
H  -0.6312  1.6549  1.5362  0.1616

2S+1: 1
Molecular weight (g/mol): 148.1
Structure (SMILES): [H]/N=C(O)/C(O)=N/CC(O)O
LUMO level (eV): 0.47
HOMO energy (Ha): -0.355